# 1
Computed, not measured: a 10-piece molecular cluster, C62H42Cl18NO5P overall at a distorted geometry, with ωB97M-V/def2-TZVPD.

```
129
Properties=species:S:1:pos:R:3:forces:R:3
O -1.68542 1.39650 1.44249 2.4 3.7 1.5
C -1.04041 2.39647 1.83211 -1.4 -2.0 -0.1
N -1.15330 3.73071 1.16393 1.4 -0.6 2.3
C -0.02706 4.57292 1.66162 1.1 2.2 -0.1
O 0.34594 5.63561 1.12055 -1.6 -3.8 1.9
C 0.60659 3.90719 2.95819 0.1 -2.7 1.7
C 1.61810 4.42827 4.00523 -1.6 -4.0 -0.1
C 1.95742 3.44433 5.18206 -1.8 -0.4 -2.6
P 3.14706 3.98795 6.56930 0.5 -1.6 3.0
O 3.78428 2.80276 7.30313 -1.4 2.9 -2.4
O 4.25134 5.17451 6.06827 -2.1 -1.7 -0.1
O 2.12808 4.76372 7.72974 0.9 -0.6 -3.5
C 1.33349 1.99971 5.28603 -1.2 2.0 -2.9
C 0.30979 1.50877 4.20017 1.5 3.7 -0.2
C -0.04321 2.49801 3.06653 2.3 1.7 1.5
H -2.06410 4.16754 1.41183 0.7 -0.4 -0.6
H 2.06488 5.46877 3.90405 -0.6 -1.7 0.3
H 4.73044 4.91950 5.24846 -0.4 0.0 0.7
H 1.34449 5.09149 7.21158 0.9 -0.1 0.8
H 1.62732 1.31300 6.15593 -0.4 1.3 -1.5
H -0.19523 0.49231 4.24149 0.9 1.5 0.0
Cl -3.49184 -3.07876 -4.40161 0.2 0.0 0.0
C -3.58524 -1.87451 -3.16612 -0.2 0.1 0.1
C -2.45368 -1.23253 -2.66508 -0.2 0.2 0.2
Cl -0.86387 -1.57764 -3.24693 -0.2 0.1 0.1
C -2.58693 -0.27511 -1.66174 -0.3 0.1 0.1
C -3.84563 0.04389 -1.16084 0.1 -0.1 -0.2
C -4.97499 -0.59306 -1.66450 0.2 -0.1 -0.1
C -4.84448 -1.55074 -2.66489 0.0 0.2 0.2
H -1.71122 0.22739 -1.26466 0.0 -0.1 -0.1
H -3.94452 0.78879 -0.37807 0.1 -0.1 -0.1
H -5.95764 -0.34404 -1.27748 0.1 -0.1 -0.1
H -5.72969 -2.04424 -3.05167 0.2 0.0 -0.1
Cl 4.86831 -6.08884 -6.10595 0.1 0.1 -0.1
C 3.50373 -5.15715 -5.59855 -0.4 0.0 0.1
C 3.49724 -3.76344 -5.63828 -0.3 0.1 0.1
Cl 4.84761 -2.84951 -6.21029 0.1 -0.1 0.0
C 2.37156 -3.06345 -5.20796 -0.2 -0.2 0.1
C 1.25547 -3.75094 -4.74249 0.2 0.0 -0.1
C 1.26031 -5.14102 -4.70811 0.2 0.0 0.0
C 2.38258 -5.84268 -5.13478 -0.2 0.2 0.1
H 2.35959 -1.97893 -5.23360 0.1 -0.1 -0.1
H 0.38101 -3.20301 -4.40631 0.3 -0.2 -0.2
H 0.38891 -5.67788 -4.34807 0.2 0.1 -0.1
H 2.37918 -6.92718 -5.10346 0.1 0.1 0.0
Cl 9.82448 -11.29999 -9.99521 0.1 0.0 0.1
C 8.92437 -10.18728 -9.02739 -0.2 0.2 0.0
C 9.17989 -10.00543 -7.66889 -0.2 0.2 0.1
Cl 10.42692 -10.86758 -6.84039 0.0 -0.1 -0.1
C 8.41567 -9.09996 -6.93530 -0.2 0.2 -0.2
C 7.40218 -8.37620 -7.55447 0.1 -0.1 -0.1
C 7.15083 -8.55372 -8.91072 0.1 -0.1 0.0
C 7.91035 -9.45805 -9.64528 -0.2 0.2 0.2
H 8.60699 -8.95463 -5.87754 0.1 -0.1 -0.1
H 6.80879 -7.67369 -6.97924 0.1 -0.1 -0.1
H 6.36246 -7.98780 -9.39606 0.1 -0.1 0.0
H 7.70750 -9.59219 -10.70239 0.1 -0.1 0.1
Cl -0.70537 6.14445 4.53034 -0.1 0.3 0.2
C -0.79481 7.33519 5.78196 -0.3 0.3 0.2
C 0.33888 7.96288 6.29789 -0.3 0.2 0.2
Cl 1.93183 7.61510 5.72347 0.0 -0.1 -0.1
C 0.20604 8.90938 7.31224 -0.3 0.1 0.1
C -1.05239 9.23117 7.80879 0.1 -0.1 -0.1
C -2.18340 8.60920 7.29083 0.2 -0.1 -0.1
C -2.05443 7.66290 6.27988 0.0 0.2 0.3
H 1.08342 9.40037 7.72022 0.0 -0.1 -0.1
H -1.15067 9.96733 8.59954 0.1 -0.1 -0.1
H -3.16626 8.86119 7.67499 0.1 -0.1 -0.1
H -2.94124 7.18129 5.88199 0.2 0.0 0.0
Cl 0.59161 -8.95837 -2.73327 0.0 0.1 -0.2
C -0.53110 -8.10201 -1.73696 0.0 0.0 0.3
C -1.52032 -7.27683 -2.26938 -0.1 0.1 0.3
Cl -1.71620 -7.05047 -3.97090 0.0 -0.2 -0.1
C -2.39349 -6.60278 -1.41763 0.0 0.0 0.3
C -2.28256 -6.75352 -0.03942 0.1 0.0 -0.2
C -1.29908 -7.58109 0.49198 0.1 -0.1 -0.2
C -0.42477 -8.25340 -0.35576 -0.3 0.2 0.1
H -3.16432 -5.95696 -1.82491 0.1 -0.1 -0.1
H -2.96340 -6.22570 0.62014 0.1 -0.1 -0.1
H -1.21305 -7.70203 1.56798 0.1 0.0 -0.4
H 0.34083 -8.89596 0.06590 0.0 0.0 -0.2
Cl 3.70401 11.20223 9.10350 0.0 0.1 0.1
C 3.79732 9.64091 9.83871 0.0 -0.3 -0.1
C 4.00540 9.47280 11.20691 0.0 -0.3 0.0
Cl 4.17486 10.81100 12.28656 0.0 0.1 -0.1
C 4.08058 8.18878 11.74337 0.0 -0.3 -0.2
C 3.94578 7.07640 10.91897 0.0 0.2 0.0
C 3.73282 7.24448 9.55480 0.0 0.1 0.0
C 3.65948 8.52449 9.01625 0.0 -0.3 0.2
H 4.24452 8.04973 12.80658 0.0 0.2 -0.1
H 4.00652 6.07863 11.34074 0.0 0.1 0.0
H 3.62442 6.37876 8.91094 0.0 0.1 0.0
H 3.49453 8.64750 7.95059 0.1 0.1 0.2
Cl -1.73564 3.97010 -6.55412 0.2 -0.3 0.2
C -1.53764 3.96158 -4.83569 0.2 0.1 0.2
C -2.54799 3.55193 -3.96612 0.2 0.1 0.3
Cl -4.08402 2.99888 -4.52411 0.0 -0.1 -0.1
C -2.33054 3.57508 -2.59054 0.3 0.1 0.1
C -1.11013 4.00090 -2.08124 0.0 0.0 -0.1
C -0.09985 4.40598 -2.94719 -0.2 -0.1 -0.2
C -0.31378 4.38673 -4.32152 0.0 0.0 0.3
H -3.11290 3.25826 -1.90875 0.0 0.0 -0.2
H -0.94646 4.01622 -1.00906 -0.1 0.0 -0.3
H 0.85503 4.73635 -2.55170 -0.1 0.0 -0.1
H 0.47869 4.70474 -4.99058 -0.2 -0.1 0.0
Cl -4.67673 -8.33158 2.06825 0.1 0.1 0.1
C -3.92031 -9.39263 3.20212 0.0 -0.2 0.1
C -2.79269 -9.02121 3.93363 0.0 -0.3 0.2
Cl -2.06172 -7.46265 3.77855 -0.2 0.1 0.2
C -2.21960 -9.92251 4.82870 -0.1 -0.3 0.0
C -2.77008 -11.18865 4.99620 0.0 0.1 -0.1
C -3.89783 -11.55717 4.27046 0.0 0.2 -0.1
C -4.47113 -10.66082 3.37496 0.2 -0.2 0.2
H -1.34109 -9.64162 5.39962 -0.1 0.1 -0.1
H -2.31950 -11.88757 5.69299 0.0 0.1 -0.1
H -4.33048 -12.54342 4.40187 0.0 0.1 0.0
H -5.34976 -10.95600 2.81153 0.1 0.2 0.0
Cl -3.28979 6.42314 -9.77674 -0.1 0.1 -0.1
C -4.73689 5.96483 -8.95113 -0.1 -0.2 0.3
C -6.00314 6.31604 -9.41729 -0.2 -0.1 0.2
Cl -6.23365 7.22797 -10.86676 0.2 0.0 0.0
C -7.13579 5.92655 -8.70575 0.0 -0.2 0.3
C -7.00675 5.18702 -7.53506 0.1 0.1 -0.1
C -5.74347 4.83202 -7.07276 -0.1 0.1 -0.2
C -4.61010 5.22076 -7.77940 -0.2 0.0 0.1
H -8.12420 6.19790 -9.06086 0.2 0.0 -0.1
H -7.89170 4.88727 -6.98328 0.1 0.0 -0.1
H -5.64167 4.25380 -6.16282 0.0 0.1 -0.1
H -3.62301 4.94229 -7.41370 -0.5 0.2 -0.3
```
Forces are in eV/Å.

* SMILES: O=C1NC(=O)c2cc(P(=O)(O)O)ccc21.Clc1ccccc1Cl.Clc1ccccc1Cl.Clc1ccccc1Cl.Clc1ccccc1Cl.Clc1ccccc1Cl.Clc1ccccc1Cl.Clc1ccccc1Cl.Clc1ccccc1Cl.Clc1ccccc1Cl
* E_LUMO: -2.0 eV
* frontier orbital gap: 7.011 eV
* HOMO energy: -9.0 eV

***

# 2
Computed, not measured: C62H46FGeNO2P3PtS3 as an isolated structure, with ωB97M-V/def2-TZVPD.

```
120
Properties=species:S:1:pos:R:3:forces:R:3
Pt 0.41976 0.20097 0.84055 -0.3 0.0 -0.5
F 1.95349 0.92037 5.02399 0.0 0.0 0.1
Ge 1.33013 0.34037 3.37012 0.2 0.1 0.1
C -0.35189 -0.25274 4.28240 -0.1 -0.1 0.1
C -0.44964 -0.14004 5.67413 0.1 0.0 0.1
C -1.57896 -0.57699 6.34783 0.0 0.0 0.0
C -2.64060 -1.14607 5.65198 0.0 0.0 0.0
C -2.55361 -1.27789 4.27805 0.0 0.0 0.1
C -1.41460 -0.83826 3.60067 0.0 0.0 -0.1
P -1.32231 -0.99244 1.79855 -0.1 0.0 0.0
C -2.99397 -0.43896 1.28188 0.0 0.0 0.0
C -3.84248 -1.14374 0.43296 0.0 0.0 -0.1
C -5.07066 -0.61037 0.06288 0.0 0.0 0.0
C -5.47784 0.62549 0.54258 0.0 0.0 0.0
C -4.65177 1.32272 1.41440 0.0 0.0 0.0
C -3.42387 0.79192 1.77537 0.0 0.1 0.0
C -1.34516 -2.77634 1.45688 0.0 0.0 0.0
C -1.41222 -3.18144 0.12153 -0.1 0.0 0.0
C -1.53228 -4.52298 -0.19632 0.0 0.0 0.0
C -1.52785 -5.48135 0.81032 0.0 0.0 0.0
C -1.39521 -5.09079 2.13295 0.0 0.0 0.0
C -1.31433 -3.74133 2.45884 0.0 0.0 0.0
C 2.61090 -1.15336 3.30810 0.1 -0.1 0.0
C 3.26164 -1.51599 4.49278 0.0 0.0 0.0
C 4.24486 -2.49089 4.49362 0.0 0.0 0.0
C 4.62950 -3.09803 3.30258 0.0 0.0 0.0
C 4.00138 -2.74512 2.12327 0.0 0.0 0.0
C 2.96845 -1.80338 2.13272 0.0 0.0 0.0
P 2.17245 -1.32491 0.57187 0.0 -0.1 0.1
C 3.64643 -0.71864 -0.33373 0.0 0.1 -0.1
C 4.29752 0.36556 0.25291 0.0 0.1 0.0
C 5.34683 0.99554 -0.39437 0.0 0.0 0.1
C 5.76371 0.54587 -1.64193 0.0 0.0 0.0
C 5.13965 -0.54876 -2.22050 0.0 0.0 0.0
C 4.08766 -1.18286 -1.56833 0.1 0.0 0.0
C 1.75839 -2.87596 -0.28972 0.1 0.0 0.0
C 1.38780 -2.79826 -1.63435 0.0 0.0 0.0
C 1.17060 -3.94858 -2.37610 0.0 0.0 0.0
C 1.29063 -5.19432 -1.77461 0.0 0.0 0.0
C 1.59995 -5.27817 -0.42556 0.0 0.0 0.0
C 1.83492 -4.12741 0.31481 0.0 0.0 0.0
C 2.15954 2.06150 2.69222 0.1 0.1 0.1
C 3.42179 2.34794 3.21757 0.0 0.0 0.0
C 4.07920 3.52992 2.91086 0.0 0.0 0.0
C 3.45203 4.49317 2.13036 0.0 0.0 0.0
C 2.19146 4.23867 1.61367 0.0 0.0 0.0
C 1.57899 3.00696 1.83749 -0.1 -0.1 0.0
P -0.03684 2.51241 1.15999 0.1 -0.1 0.2
C -1.14955 3.35733 2.35976 -0.1 0.2 -0.1
C -1.27517 2.87755 3.66079 0.0 -0.1 0.0
C -2.02491 3.55967 4.60613 0.0 0.0 0.0
C -2.65414 4.74911 4.26766 0.0 0.0 0.0
C -2.51932 5.25240 2.98252 0.0 0.0 0.0
C -1.76906 4.56703 2.03579 0.0 -0.1 0.1
C -0.47459 3.37380 -0.37854 0.1 0.1 0.0
C -1.77277 3.13307 -0.83264 0.0 0.0 0.0
C -2.22312 3.69513 -2.01474 0.0 0.0 0.0
C -1.37600 4.49362 -2.77152 0.0 0.0 0.0
C -0.07969 4.72414 -2.33796 0.0 0.0 0.0
C 0.37111 4.16563 -1.14855 0.0 0.0 0.0
H 0.36700 0.31220 6.22053 -0.1 0.0 0.0
H -1.63567 -0.46745 7.42485 0.0 0.0 0.0
H -3.52746 -1.47901 6.17667 0.0 0.0 0.0
H -3.37708 -1.71421 3.72252 0.0 0.0 0.0
H -3.56535 -2.11474 0.04993 0.0 0.0 0.0
H -5.71246 -1.17354 -0.60351 0.0 0.0 0.0
H -6.43695 1.03556 0.25086 0.0 0.0 0.0
H -4.95806 2.28155 1.81691 0.0 0.0 0.0
H -2.80575 1.34286 2.46973 0.0 0.0 0.0
H -1.38145 -2.43748 -0.66928 0.0 0.0 0.0
H -1.60659 -4.82207 -1.23389 0.0 0.0 0.0
H -1.61239 -6.53222 0.55986 0.0 0.0 0.0
H -1.36765 -5.83367 2.92106 0.0 0.0 0.0
H -1.23177 -3.45034 3.49811 0.0 0.0 0.0
H 3.00568 -1.00502 5.41212 0.0 0.0 0.0
H 4.73274 -2.76541 5.42167 0.0 0.0 0.0
H 5.42229 -3.83587 3.29379 0.0 0.0 0.0
H 4.31588 -3.19591 1.18838 0.0 0.0 0.0
H 3.96351 0.74046 1.21295 0.0 0.0 0.0
H 5.82909 1.84440 0.07627 0.0 0.0 0.0
H 6.57623 1.04207 -2.15996 0.0 0.0 0.0
H 5.45568 -0.91116 -3.19158 0.0 0.0 0.0
H 3.61633 -2.02781 -2.04609 0.0 0.0 0.0
H 1.28267 -1.83492 -2.11794 0.0 0.0 0.0
H 0.90890 -3.86223 -3.42377 0.0 0.0 0.0
H 1.12597 -6.09550 -2.35257 0.0 0.0 0.0
H 1.66018 -6.24403 0.06113 0.0 0.0 0.0
H 2.07188 -4.21544 1.36682 0.0 0.0 0.0
H 3.89131 1.64286 3.89274 0.0 0.0 0.0
H 5.06598 3.71903 3.31798 0.0 0.0 0.0
H 3.93445 5.44401 1.93797 0.0 0.0 0.0
H 1.68198 5.00932 1.05033 0.0 0.0 0.0
H -0.79971 1.95027 3.95144 0.0 0.1 0.0
H -2.11015 3.15487 5.60732 0.0 0.0 0.0
H -3.24151 5.28432 5.00356 0.0 0.0 0.0
H -2.99755 6.18570 2.71090 0.0 0.0 0.0
H -1.67615 4.97941 1.04191 0.0 0.0 0.0
H -2.43552 2.49063 -0.26499 0.0 0.0 0.1
H -3.23020 3.48742 -2.35463 0.0 0.0 0.0
H -1.72173 4.92252 -3.70399 0.0 0.0 0.0
H 0.59305 5.33047 -2.93233 0.0 0.0 0.0
H 1.39692 4.32150 -0.84956 0.0 0.0 0.0
S -0.90479 0.00531 -2.23969 -0.1 0.0 0.1
C 0.31326 0.48134 -1.29299 0.3 0.0 0.0
O 3.03487 -0.67090 -6.06640 0.0 0.0 0.0
S 2.30656 0.53789 -5.82869 -0.1 0.0 0.1
O 1.38335 1.02212 -6.80592 0.0 0.0 0.0
N 1.54098 0.41118 -4.34015 0.0 -0.1 -0.1
C 2.05746 1.23328 -3.51136 0.1 0.1 0.1
S 1.75893 1.32368 -1.79702 0.0 0.0 0.0
C 3.15932 2.12000 -4.01202 -0.1 -0.1 0.0
C 3.88370 3.09788 -3.35318 0.0 0.1 0.0
C 4.86777 3.76798 -4.07091 0.0 0.0 0.1
C 5.11845 3.46136 -5.40513 0.0 0.0 0.0
C 4.38812 2.47868 -6.06364 0.0 0.0 0.0
C 3.41370 1.82855 -5.33527 0.1 0.1 -0.1
H 3.69851 3.32814 -2.31124 0.0 0.0 0.0
H 5.45329 4.53763 -3.58387 0.0 0.0 0.0
H 5.89368 3.99702 -5.93837 0.0 0.0 0.0
H 4.57630 2.23801 -7.10204 0.0 0.0 0.0
```
Forces are in eV/Å.

* ⟨S²⟩: 0.7557
* ΔE to the lowest compared entry with this formula, charge and spin: 0.046 eV
* E_LUMO (alpha / beta): -0.5 / -1.2 eV
* frontier orbital gap (alpha / beta): 5.806 / 5.801 eV
* HOMO energy (alpha / beta): -6.3 / -7.0 eV
* spin multiplicity: 2